1.
{
  "formula": "C5H12N3O2S",
  "method": "ωB97M-V with the def2-TZVPD basis set",
  "elements": ["C", "C", "C", "C", "C", "N", "N", "N", "O", "O", "S", "H", "H", "H", "H", "H", "H", "H", "H", "H", "H", "H", "H"],
  "positions_angstrom": [[-2.090170, 2.469750, 1.524576], [0.193316, 1.367082, 1.970998], [2.160399, -2.221124, -0.446991], [0.194525, -2.522521, -2.461227], [-0.813071, 1.819206, 0.906378], [-0.921425, -0.645949, -1.427210], [-1.246057, 0.671610, 0.199153], [-0.407465, 0.396143, -0.772037], [0.627721, 1.014570, -1.095444], [-0.064839, -1.164452, -2.445104], [1.941837, -3.121942, -1.993449], [-2.511030, 1.946897, 2.436850], [-1.907079, 3.495113, 1.939005], [-2.736641, 2.484926, 0.680174], [-0.067066, 0.574988, 2.634854], [0.641437, 2.156080, 2.567517], [0.968926, 0.962051, 1.232513], [3.199310, -1.730344, -0.485006], [2.050589, -2.981599, 0.328160], [1.383011, -1.465341, -0.317395], [-0.415766, -2.988968, -1.688547], [-0.048767, -2.877087, -3.424198], [-0.131695, 2.360912, 0.136429]],
  "atomic_forces_ev_per_a": [[1.35, 0.64, 1.04], [2.13, -0.26, -2.09], [1.10, 0.19, -0.03], [-0.17, 0.11, 2.49], [0.29, 0.48, 1.07], [-1.80, -3.62, -1.62], [-2.54, 0.38, 1.67], [1.04, -1.48, -0.59], [3.00, 2.08, -1.16], [1.02, 1.82, 0.22], [-0.78, 0.72, -1.03], [0.45, -0.09, -1.38], [0.03, -0.54, -0.72], [-1.25, 0.29, -0.18], [-0.83, -0.66, 0.34], [0.04, 0.42, -0.08], [-0.28, 0.34, 1.57], [-1.69, -0.73, 0.37], [0.37, 0.41, 0.31], [0.25, 0.11, -0.18], [-0.29, -0.15, -0.17], [0.09, -0.71, -1.14], [-1.53, 0.26, 1.31]],
  "mulliken_charge": [-1.234, -1.363, -0.204, -0.470, 0.620, -0.868, -1.008, 1.436, -0.871, -0.169, -0.191, 0.240, 0.311, 0.402, 0.349, 0.383, 0.255, 0.234, 0.291, -0.204, 0.372, 0.338, 0.350],
  "homo_lumo_gap_ev": [3.6, 7.1],
  "spin_multiplicity": 3,
  "energy_ha": -910.375028,
  "e_lumo_ev": [3.194, 3.162],
  "total_charge": -1
}

=====

2.
{
  "formula": "C5H12N4O3S",
  "method": "ωB97M-V with the def2-TZVPD basis set",
  "elements": ["C", "C", "C", "C", "C", "N", "N", "N", "N", "O", "O", "O", "S", "H", "H", "H", "H", "H", "H", "H", "H", "H", "H", "H", "H"],
  "positions_angstrom": [[-0.440050, 1.070935, 1.088325], [-0.696725, 2.513040, 0.533267], [0.192167, 0.395763, -0.038489], [-0.622241, -0.758491, 2.588192], [-1.577638, -0.694879, -1.962603], [-0.792487, 0.643880, 2.212501], [0.212371, 1.230157, -1.120321], [1.994664, -1.787404, -0.825749], [-1.074942, -1.269613, -0.732101], [2.741064, 0.641641, -0.551055], [2.040517, -0.781529, 1.449107], [-0.557815, 2.420984, -0.868632], [1.827877, -0.368591, 0.070779], [-1.786482, 2.850151, 0.672296], [-0.180145, 3.372109, 0.898286], [0.391878, -1.081445, 2.297747], [-1.445423, -1.336077, 2.203954], [-0.605238, -0.902905, 3.595340], [-2.325500, 0.045005, -1.872322], [-0.909897, -0.281089, -2.736160], [-2.069418, -1.654033, -2.351509], [1.093937, 1.465157, -1.535326], [2.210248, -1.612990, -1.754625], [2.763538, -2.116470, -0.354414], [-0.384251, -2.003318, -0.906499]],
  "atomic_forces_ev_per_a": [[-0.47, 1.09, 0.74], [-3.09, -0.13, 0.35], [-0.30, -3.21, -2.89], [1.33, 0.64, -2.44], [0.27, -2.83, -0.74], [-0.40, 0.28, 0.31], [-1.13, 0.92, -0.35], [-3.20, 1.42, 1.56], [1.22, 2.82, 1.35], [-1.72, -1.96, 1.14], [0.39, 0.31, -1.64], [0.72, -0.94, -0.49], [2.28, 1.83, 0.37], [1.28, -0.97, 0.13], [1.30, 0.09, 0.66], [-1.09, -0.40, -0.29], [-0.10, -0.31, -0.59], [-0.41, 0.26, 3.10], [-0.95, 0.70, 0.82], [0.41, -0.45, 0.30], [0.34, 1.35, -0.27], [0.49, 0.24, 0.07], [0.46, 0.63, -2.16], [2.38, -1.79, 1.21], [0.00, 0.39, -0.23]],
  "mulliken_charge": [0.440, -0.506, 0.333, -0.710, -0.789, -0.655, -0.192, -0.569, -0.419, -0.694, -0.731, -0.392, 1.359, 0.238, 0.301, 0.197, 0.258, 0.409, 0.285, 0.253, 0.370, 0.325, 0.246, 0.318, 0.323],
  "homo_lumo_gap_ev": [8.1, 8.1],
  "spin_multiplicity": 1,
  "energy_ha": -1040.405101,
  "relative_energy_kj_mol": 172.0,
  "e_lumo_ev": [-0.452, -0.448]
}

=====

3.
{
  "formula": "C5H12NO",
  "method": "ωB97M-V with the def2-TZVPD basis set",
  "elements": ["C", "C", "N", "H", "H", "H", "H", "H", "C", "O", "C", "C", "H", "H", "H", "H", "H", "H", "H"],
  "positions_angstrom": [[1.702527, 1.932806, 1.013819], [1.265937, 1.246849, 2.094966], [0.342382, 0.269123, 2.132993], [1.260130, 1.795334, 0.036096], [2.455209, 2.699107, 1.134433], [1.725638, 1.489155, 3.056846], [-0.336523, -0.217774, 1.201275], [0.147765, -0.051004, 3.068465], [-0.120727, -1.222250, -0.610410], [-1.011838, -0.716907, 0.306493], [-0.239396, -0.547521, -1.981105], [-1.658866, -0.667612, -2.548639], [-0.258207, -2.311143, -0.799485], [0.921582, -1.106947, -0.257220], [0.460487, -1.012143, -2.680741], [0.037946, 0.504390, -1.900762], [-1.679109, -0.604036, -3.639085], [-2.315798, 0.096427, -2.136850], [-2.098764, -1.624673, -2.252642]],
  "atomic_forces_ev_per_a": [[0.05, 0.26, -0.05], [-0.09, -0.23, 0.02], [0.04, -0.03, 0.25], [0.02, -0.09, -0.05], [0.05, 0.02, -0.01], [0.07, 0.10, 0.01], [-0.25, 0.10, -0.13], [0.02, -0.06, -0.01], [0.02, 0.14, -0.08], [0.07, -0.10, -0.01], [-0.27, -0.09, -0.16], [0.00, -0.07, 0.20], [-0.07, 0.00, 0.12], [0.07, -0.02, -0.03], [0.17, -0.09, -0.02], [0.04, 0.09, 0.06], [-0.01, 0.08, -0.03], [0.01, 0.06, 0.02], [0.06, -0.05, -0.09]],
  "mulliken_charge": [-0.922, 0.034, -0.449, 0.152, 0.263, 0.234, 0.400, 0.087, -0.636, -0.800, -0.187, -1.111, 0.273, 0.332, 0.281, 0.169, 0.355, 0.248, 0.277],
  "homo_lumo_gap_ev": 7.0,
  "spin_multiplicity": 1,
  "energy_ha": -327.686545,
  "relative_energy_kj_mol": 25.0,
  "e_lumo_ev": 4.224,
  "total_charge": -1
}

=====

4.
{
  "formula": "C5H12NO",
  "method": "ωB97M-V with the def2-TZVPD basis set",
  "elements": ["C", "O", "C", "N", "H", "H", "H", "H", "H", "H", "C", "C", "C", "H", "H", "H", "H", "H", "H"],
  "positions_angstrom": [[-1.064954, -0.071659, 0.740251], [-0.312740, 0.993086, 1.114754], [-0.727063, -1.305271, 1.596926], [-1.398401, -2.530044, 1.069105], [-2.172748, 0.060110, 0.844375], [-0.864938, -0.382305, -0.315896], [0.350930, -1.492855, 1.556210], [-0.938001, -1.115534, 2.655454], [-1.268971, -3.304299, 1.704927], [-2.391456, -2.362034, 0.999191], [1.959862, 1.075850, -0.519904], [1.054403, 1.485474, -1.631956], [0.656231, 0.781619, -2.692777], [1.755907, 1.749194, 0.306160], [1.809504, 0.055088, -0.179425], [3.018789, 1.172501, -0.802780], [0.699856, 2.511448, -1.635052], [0.154050, 1.223983, -3.548485], [0.759951, -0.293725, -2.820242]],
  "atomic_forces_ev_per_a": [[1.13, 0.25, 0.57], [-0.61, 0.06, -0.03], [0.01, -0.75, -0.35], [0.33, 0.24, 0.13], [-0.18, 0.07, -0.16], [-0.30, -0.09, -0.04], [0.00, 0.15, -0.19], [-0.28, 0.16, 0.01], [-0.08, -0.11, 0.10], [-0.20, 0.06, 0.04], [0.13, 0.25, 0.15], [-0.15, -0.13, -0.97], [-0.01, -0.42, -0.14], [0.07, -0.31, 0.29], [-0.22, -0.01, 0.01], [-0.12, 0.09, -0.23], [0.31, 0.17, 0.18], [-0.30, 0.30, 0.35], [0.47, 0.03, 0.30]],
  "mulliken_charge": [-0.365, -0.818, -0.411, -0.603, 0.220, 0.143, 0.256, 0.245, 0.190, 0.191, -0.784, 0.050, -0.761, 0.269, 0.136, 0.315, 0.228, 0.237, 0.261],
  "homo_lumo_gap_ev": 6.5,
  "spin_multiplicity": 1,
  "energy_ha": -327.643455,
  "relative_energy_kj_mol": 138.1,
  "e_lumo_ev": 4.242,
  "total_charge": -1
}

=====

5.
{
  "formula": "C5H12NO",
  "method": "ωB97M-V with the def2-TZVPD basis set",
  "elements": ["C", "C", "C", "C", "N", "C", "O", "H", "H", "H", "H", "H", "H", "H", "H", "H", "H", "H", "H"],
  "positions_angstrom": [[0.226923, 0.106513, 0.606304], [-0.074816, 0.727545, -0.752590], [-0.928915, 2.006705, -0.419084], [-0.910446, -0.042657, -1.753343], [0.688681, -1.274094, 0.483720], [1.657860, -1.811820, 1.608943], [1.060070, -2.447045, 2.579654], [0.883664, 0.828977, 1.131847], [-0.712124, 0.150099, 1.166876], [0.891158, 0.862445, -1.290636], [-0.258490, 2.746501, -0.034417], [-1.756236, 1.764119, 0.297863], [-1.671231, 2.458895, -1.120317], [-1.951268, 0.287209, -1.721407], [-0.609481, -0.088913, -2.777313], [-0.741684, -1.069797, -1.552339], [-0.190293, -1.811964, 0.643530], [2.245358, -2.539697, 0.979124], [2.151272, -0.853026, 1.923592]],
  "atomic_forces_ev_per_a": [[-0.47, -0.57, -0.11], [-0.84, 1.64, -1.17], [-0.85, -0.12, -0.13], [-0.41, -0.79, 0.57], [-0.67, 0.21, 0.46], [-1.11, -0.50, -0.75], [-0.42, 0.04, 0.63], [0.24, -0.70, -0.13], [-0.11, -0.02, 0.24], [-0.40, 0.75, 0.67], [-0.05, 0.85, 0.53], [1.29, -0.25, 0.34], [1.45, -0.20, -0.79], [-0.08, -0.58, 0.05], [0.54, 1.11, -0.89], [-0.66, -1.41, 0.71], [1.22, 0.05, -0.10], [0.69, 0.81, 0.25], [0.64, -0.32, -0.38]],
  "mulliken_charge": [-0.958, 0.791, -1.564, -1.369, -0.310, -0.238, -0.854, 0.335, 0.203, 0.202, 0.354, 0.416, 0.394, 0.285, 0.285, 0.434, 0.247, 0.222, 0.124],
  "homo_lumo_gap_ev": 6.1,
  "spin_multiplicity": 1,
  "energy_ha": -327.642681,
  "relative_energy_kj_mol": 140.1,
  "e_lumo_ev": 3.658,
  "smiles": "CC(C)CNC[O-]",
  "total_charge": -1
}

=====

6.
{
  "formula": "C5H12NO",
  "method": "ωB97M-V with the def2-TZVPD basis set",
  "elements": ["C", "C", "N", "C", "C", "C", "O", "H", "H", "H", "H", "H", "H", "H", "H", "H", "H", "H", "H"],
  "positions_angstrom": [[-2.520986, -0.670299, 1.136392], [-1.246507, -0.268115, 0.401840], [-1.425630, 0.978992, -0.275279], [1.104460, 1.176142, -0.593544], [-0.308536, 1.373012, -1.107382], [2.092288, 0.420034, -1.483575], [3.167877, 0.036892, -1.148223], [-2.679751, 0.033711, 1.945600], [-2.470044, -1.683630, 1.530550], [-3.384179, -0.590240, 0.476287], [-0.400199, -0.294888, 1.097987], [-1.020299, -1.065995, -0.328882], [2.908286, -2.021336, 2.457163], [1.608150, 1.913786, 0.014841], [1.065348, 0.056105, -0.361489], [2.690282, -2.675905, 2.177824], [-0.310721, 0.799900, -2.054023], [1.655444, 0.090648, -2.452311], [-0.525288, 2.391189, -1.433783]],
  "atomic_forces_ev_per_a": [[0.02, 0.35, -0.09], [-0.60, -0.79, -0.07], [0.62, -0.14, 0.02], [0.49, -2.34, -1.26], [0.08, 0.78, -0.86], [-0.70, 1.26, -1.54], [1.05, 0.10, 0.34], [-0.13, 0.00, 0.28], [0.08, 0.01, 0.05], [0.05, -0.08, -0.07], [0.06, 0.30, 0.00], [0.14, 0.14, -0.15], [-0.03, -0.09, -0.05], [-0.20, -0.47, 0.75], [-0.62, 1.02, 2.35], [0.03, 0.09, 0.04], [-0.49, -0.19, 0.13], [-0.09, -0.06, -0.02], [0.25, 0.12, 0.13]],
  "mulliken_charge": [-1.250, -0.200, -0.429, -0.289, -0.428, -0.114, -0.473, 0.298, 0.365, 0.335, 0.352, 0.336, -0.007, 0.396, 0.140, 0.009, 0.266, 0.319, 0.374],
  "homo_lumo_gap_ev": [10.5, 9.2],
  "spin_multiplicity": 2,
  "energy_ha": -327.539069,
  "relative_energy_kj_mol": 231.1,
  "e_lumo_ev": [0.968, -0.459]
}